Record 1
59
Properties=species:S:1:pos:R:3:mulliken_charge:R:1 method="wB97M-V/def2-TZVPD" fmax_ev_per_a=0.662 charge=-1 de_lowest_kj_mol=42.1 lumo_ev="2.58 / 2.51" multiplicity=3
O 0.99 -1.74 1.13 1.059
N 0.67 -1.87 -1.70 0.386
C 0.78 3.19 -1.53 -0.865
C 2.89 -1.85 2.51 -0.512
C 1.68 1.43 2.10 0.412
H -3.53 -3.62 -0.82 0.300
C 2.43 -1.68 1.07 -0.734
H 0.10 -1.45 2.97 -0.058
H 2.87 -0.88 3.02 0.054
C 0.73 1.06 1.18 -0.874
O -2.06 -1.13 -1.50 -0.531
O -1.71 -1.90 0.52 -0.702
C 0.54 -4.16 -0.92 -1.161
H 2.78 -2.50 0.43 0.456
C 0.67 -3.17 -2.04 0.627
C 0.70 -0.88 -2.63 0.707
Si 0.45 1.88 -2.82 -0.154
C 1.79 2.10 -4.15 -1.175
H 3.90 -2.25 2.58 0.478
H 1.67 2.94 -0.95 0.173
C 0.08 1.34 3.90 0.739
H -1.57 3.15 -3.57 0.364
C -3.74 -2.58 -0.57 -1.443
H 0.78 -4.61 -3.62 0.443
C 0.55 -2.26 2.40 -0.318
C 0.83 -2.56 -4.34 -0.566
H -4.22 -2.55 0.41 0.312
Ti -0.22 -0.44 -0.23 -0.283
C 0.77 -3.56 -3.36 -0.893
C 0.78 -1.24 -4.00 -0.895
C -0.53 0.82 1.67 0.812
Cl -0.30 1.49 5.59 -0.223
H -0.19 -3.81 -0.19 0.066
H 0.94 4.16 -2.01 0.400
Cl 3.34 1.71 1.58 -0.182
H -1.98 1.54 -2.97 0.250
C -1.27 2.10 -3.58 -0.992
H 2.70 -0.73 0.63 0.023
H 1.82 3.14 -4.48 0.352
H 1.65 1.48 -5.04 0.353
Cl 2.57 2.20 4.57 -0.213
H 1.49 -4.29 -0.40 0.153
N 0.58 0.32 -2.08 0.423
C -2.43 -1.82 -0.52 1.047
Cl -2.47 0.43 3.54 -0.213
H -0.21 -3.02 2.21 0.271
H 2.01 -3.81 2.78 0.305
H -4.39 -2.16 -1.33 0.347
H -0.05 3.28 -0.83 0.238
H -1.34 1.74 -4.61 0.331
H 0.23 -5.13 -1.30 0.447
Cl -2.01 1.45 0.27 -0.372
H 2.77 1.85 -3.72 0.293
C -0.89 0.92 3.00 -0.439
H 0.77 -0.47 -4.76 0.242
H 0.89 -2.85 -5.38 0.383
C 1.81 -2.78 3.08 -0.647
H 1.74 -2.74 4.16 0.386
C 1.37 1.62 3.46 -0.186

=====

Record 2
18
Properties=species:S:1:pos:R:3:mulliken_charge:R:1 method="wB97M-V/def2-TZVPD" fmax_ev_per_a=3.677 charge=+1 smiles="C1=NC[C@@H]2[NH2+]CN[C@H]12" de_lowest_kj_mol=250.0 lumo_ev=-3.34
C -1.25 -1.20 -0.13 -0.325
H 1.00 1.94 -0.62 0.375
H -1.64 -2.11 -0.43 0.519
N 1.10 -1.21 0.21 -0.429
N -1.84 -0.22 -0.67 -0.464
H 0.00 1.04 1.80 0.482
H -1.08 1.77 -0.86 0.273
H -0.28 -1.24 1.82 0.507
H 1.43 -2.18 -0.03 0.308
N 1.09 0.97 -0.06 -0.249
C 1.18 -0.32 -0.87 -0.540
H 2.16 -0.35 -1.35 0.445
C -0.16 0.68 0.76 -0.256
C -1.40 1.04 -0.03 -0.610
C -0.15 -0.94 0.79 -0.074
H -2.25 1.54 0.51 0.316
H 0.33 -0.28 -1.51 0.359
H 1.74 1.06 0.68 0.362

=====

Record 3
101
Properties=species:S:1:pos:R:3:mulliken_charge:R:1 method="wB97M-V/def2-TZVPD" fmax_ev_per_a=8.079 smiles="N#C[C@@](CCCCO)(CC(=O)Br)[C@](C#N)(c1cccnc1)C(F)(F)C(F)F.CN(C)P(=O)(N(C)C)N(C)C.CN(C)P(=O)(N(C)C)N(C)C" lumo_ev=-1.52
C 2.40 3.02 3.30 -0.690
C 2.62 7.81 3.36 -0.436
H 2.53 5.79 1.09 0.230
C 1.87 5.29 1.89 -0.369
N -1.42 -8.80 -1.19 0.290
C 0.67 8.63 5.41 -0.366
H 2.45 -8.81 -1.82 0.238
H -2.48 10.00 6.74 0.307
H 1.11 -2.77 -2.65 0.404
N 0.04 -1.51 -1.35 0.270
N -1.36 0.66 -2.68 0.176
H -3.89 -1.45 0.14 0.370
C -1.04 0.23 -4.03 -1.107
H 2.11 0.96 2.47 0.233
H -2.34 -2.24 0.49 0.281
H 3.16 5.16 3.84 0.323
H -2.05 2.56 -3.36 0.481
H -2.09 -8.51 -4.65 0.351
H -0.34 2.53 -2.86 0.330
H -0.75 1.05 -4.69 0.452
C -0.31 9.25 6.47 -0.489
H -0.20 -0.47 -4.06 0.328
H -0.46 -2.33 -3.27 0.331
F 1.63 7.96 -0.86 -0.246
C 2.21 8.45 0.38 0.328
H 1.12 -1.07 0.42 0.093
C -0.67 5.93 1.79 -0.982
H -1.62 2.50 -1.66 0.335
H 0.22 -10.01 -0.55 0.393
H 1.36 3.03 3.81 0.294
H -3.38 -9.43 -1.66 0.263
F 2.78 9.74 0.00 -0.313
N -2.34 -1.00 -1.24 0.001
C 1.30 -6.16 -2.81 -1.354
C 0.48 5.63 4.04 -0.413
C -0.85 -9.89 -0.43 -1.229
H 3.10 7.81 0.68 0.256
C 0.14 8.40 3.93 -0.047
H 0.70 -10.71 -4.19 0.295
H -1.03 -9.74 0.64 0.333
N -2.28 9.36 4.64 -0.566
C -1.75 9.57 5.95 -0.198
C 1.10 7.76 2.78 1.899
C 0.28 -10.37 -3.24 -0.860
H 1.71 8.36 5.77 0.296
H -0.33 -11.20 -2.85 0.351
H 1.31 4.44 1.33 -0.059
H 0.64 -5.78 -3.59 0.282
C 0.73 6.22 2.53 1.338
P -0.83 -0.06 -1.23 0.886
H -2.57 -1.76 -3.21 0.197
H 0.12 -2.53 0.50 0.265
O 0.47 0.77 -1.18 -0.825
C -2.81 -1.32 0.11 -1.053
H 1.51 2.29 1.33 0.128
C 2.86 4.54 2.92 -0.803
Br -2.28 7.02 -0.60 -0.194
N 0.90 -7.52 -2.41 0.216
O 0.05 5.50 -0.64 -0.431
O -1.07 -6.51 -1.55 -0.776
H 1.37 -8.33 -0.49 0.345
N -0.50 -9.18 -3.44 0.005
H -0.36 -3.49 -1.95 0.411
H -1.27 -9.94 -5.26 0.362
H -3.14 -8.99 0.05 0.359
H 3.46 1.76 0.44 0.322
C 1.12 8.75 1.52 0.858
C -0.72 6.01 0.21 0.337
C 1.85 -7.99 -1.41 -1.094
N 3.72 7.86 3.87 -0.689
N 0.37 5.19 5.16 -0.663
F 1.48 10.05 2.07 -0.351
H 1.13 -10.25 -2.57 0.196
C -1.61 -9.44 -4.35 -1.106
H -2.37 -10.07 -3.87 0.311
H 2.57 -7.23 -1.10 0.440
H 3.86 4.38 2.34 0.429
H -2.60 -2.98 -1.93 0.372
C 0.07 -2.56 -2.35 -1.230
O 3.66 1.96 1.39 -0.554
H 1.65 -2.53 -0.40 0.364
H -1.79 8.61 2.64 0.261
C -1.35 8.80 3.70 -0.328
H 1.25 -5.45 -1.97 0.473
H -3.97 -1.89 -2.19 0.299
C -2.87 -1.95 -2.19 -0.923
H 0.03 9.45 7.56 0.308
H -1.91 -0.22 -4.50 0.260
H 2.32 -6.15 -3.21 0.536
H -3.25 -7.73 -1.17 0.277
H -1.57 6.54 2.21 0.443
C -2.86 -8.74 -0.98 -1.082
F -0.13 8.97 0.87 -0.230
H -0.94 4.83 2.07 0.543
H -1.31 -10.84 -0.71 0.377
H -2.57 -0.51 0.81 0.328
C 2.37 2.01 2.06 -0.087
C -1.34 2.13 -2.65 -1.189
C 0.76 -1.93 -0.16 -0.917
H 3.14 2.66 4.11 0.362
P -0.79 -7.77 -2.39 0.826

=====

Record 4
119
Properties=species:S:1:pos:R:3:mulliken_charge:R:1 method="wB97M-V/def2-TZVPD" fmax_ev_per_a=8.822 charge=-1 lumo_ev="0.88 / 0.88" multiplicity=2
C -8.70 -12.04 -26.96 -0.316
H -15.88 -16.35 -18.81 0.299
O -14.59 -9.86 -20.83 -0.512
H -19.40 -15.65 -22.61 0.338
H -17.57 -8.92 -22.79 -0.694
H -16.02 -5.84 -19.99 0.300
N -7.13 -10.93 -25.27 0.650
O -10.91 -10.23 -25.58 -0.113
H -9.95 -10.84 -22.37 -0.037
C -10.46 -12.66 -21.20 -0.060
H -13.29 -16.05 -27.59 0.307
O -16.88 -8.55 -20.76 -0.524
O -9.53 -12.84 -18.89 -0.715
H -8.72 -12.26 -30.18 0.319
C -6.79 -10.76 -27.67 -0.581
C -11.33 -4.64 -22.75 -0.333
C -8.29 -11.89 -29.26 -0.714
O -9.74 -4.12 -24.25 -0.348
H -17.76 -10.34 -23.69 -0.269
C -15.66 -15.58 -19.55 -0.304
H -11.32 -8.95 -28.55 0.515
H -16.50 -15.39 -20.22 0.131
C -8.31 -12.32 -21.93 -0.629
C -15.68 -16.98 -26.45 0.562
H -5.99 -10.08 -27.44 0.439
C -15.19 -14.33 -18.86 -0.118
H -14.32 -11.03 -23.20 -0.100
O -15.92 -16.68 -27.62 -0.313
H -16.38 -9.33 -25.21 -0.256
H -17.50 -8.48 -18.91 0.225
C -16.05 -6.75 -19.39 -0.338
H -13.23 -12.46 -23.55 0.238
C -19.30 -8.81 -24.22 -0.438
H -14.95 -15.41 -25.13 0.000
O -14.92 -7.86 -22.34 -0.485
H -11.79 -5.38 -22.09 0.244
C -15.29 -15.51 -28.14 -0.358
H -7.72 -11.42 -22.11 0.338
H -7.91 -13.07 -22.61 0.314
C -10.80 -5.07 -23.98 -0.085
O -19.12 -8.48 -25.52 -0.405
O -13.44 -9.76 -25.42 -0.175
O -17.08 -12.71 -24.78 -0.537
H -18.80 -16.53 -25.34 0.472
O -11.63 -8.28 -24.16 -0.441
H -20.26 -15.09 -24.05 0.302
C -9.41 -12.67 -20.09 0.422
C -9.30 -6.55 -27.34 0.445
H -10.32 -3.25 -21.36 0.284
C -17.26 -7.72 -19.65 -0.326
H -11.54 -5.10 -24.78 0.285
H -20.04 -9.59 -24.02 0.315
H -13.86 -16.74 -25.32 0.338
H -15.84 -13.52 -19.20 0.217
O -14.84 -7.44 -19.84 -0.342
O -12.07 -15.48 -20.55 -0.524
C -17.85 -13.60 -24.57 0.279
H -19.61 -7.95 -23.62 0.252
O -13.95 -14.04 -19.37 -0.308
S -15.20 -8.52 -21.11 1.245
C -17.90 -9.26 -23.77 1.239
H -18.23 -7.41 -20.04 0.329
O -8.01 -10.63 -24.44 -0.586
H -19.61 -13.02 -23.62 0.118
O -17.53 -7.86 -26.95 -0.538
H -11.96 -3.78 -22.98 0.282
C -18.77 -13.70 -23.43 0.006
S -11.92 -9.62 -24.72 0.501
H -11.41 -12.13 -21.10 0.236
O -8.33 -6.03 -26.82 -0.589
H -9.25 -12.26 -26.06 0.010
O -8.25 -12.63 -20.54 -0.293
C -9.23 -3.58 -23.14 0.462
H -11.51 -8.18 -27.03 -0.160
C -18.40 -15.77 -24.66 -0.419
C -17.84 -8.27 -25.93 0.337
C -19.28 -15.15 -23.57 -0.815
S -13.51 -15.00 -20.70 0.971
O -17.79 -14.68 -25.28 -0.318
C -14.61 -16.16 -25.85 -0.098
C -11.15 -6.79 -28.78 -0.456
O -14.56 -16.12 -20.29 -0.343
H -10.71 -13.65 -21.59 0.051
H -10.02 -12.35 -23.27 -0.056
O -5.87 -10.90 -25.02 -0.799
C -10.05 -4.10 -21.98 -0.473
H -9.40 -4.82 -21.47 0.303
C -9.10 -12.28 -28.21 -0.182
C -9.77 -11.92 -22.31 0.407
C -7.59 -11.25 -26.67 0.436
H -18.39 -13.48 -22.43 0.308
H -16.06 -6.51 -18.33 0.295
H -16.00 -14.68 -28.12 0.208
C -7.11 -11.16 -28.94 -0.375
O -8.35 -2.72 -23.07 -0.641
H -13.22 -11.71 -25.92 0.208
H -14.88 -11.31 -25.57 0.358
H -10.03 -12.78 -28.44 0.415
O -16.22 -18.00 -25.87 -0.733
H -6.60 -10.67 -29.76 0.315
H -14.99 -15.60 -29.18 0.298
C -13.51 -11.44 -23.80 0.245
H -13.80 -14.46 -26.86 0.076
H -17.64 -16.17 -23.98 0.205
H -12.09 -6.25 -28.80 0.287
C -14.10 -15.47 -27.15 -0.244
C -13.85 -11.08 -25.29 -0.375
H -10.47 -6.09 -24.14 0.063
O -10.23 -5.94 -28.13 -0.414
O -12.34 -10.69 -23.58 -0.285
H -10.93 -6.86 -29.85 0.257
H -9.33 -8.53 -26.59 -0.033
H -9.08 -8.61 -28.39 0.001
C -10.96 -8.10 -27.97 -0.268
C -9.51 -8.06 -27.56 0.340
O -14.08 -14.45 -21.96 -0.249
C -17.02 -8.58 -24.75 0.190
H -15.16 -14.53 -17.79 0.257
H -16.56 -7.68 -24.35 0.355